1.
{
  "formula": "C19H13Br2Cl2NO6STi",
  "method": "wB97M-V/def2-TZVPD",
  "elements": ["Ti", "C", "C", "C", "C", "C", "C", "Br", "C", "C", "Br", "C", "O", "C", "N", "H", "H", "H", "H", "H", "H", "O", "C", "O", "C", "C", "C", "C", "C", "C", "S", "H", "H", "H", "H", "O", "H", "H", "Cl", "C", "Cl", "C", "O", "O", "H"],
  "coordinates": [[-0.695, 0.046, -0.711], [2.208, -2.131, -1.148], [2.530, -0.739, -0.701], [3.896, -0.382, -0.565], [4.257, 0.847, -0.119], [3.255, 1.785, 0.223], [3.492, 3.090, 0.712], [5.274, 3.712, 0.960], [2.459, 3.927, 1.017], [1.136, 3.497, 0.852], [-0.275, 4.674, 1.287], [0.821, 2.233, 0.382], [-0.394, 1.796, 0.240], [1.921, 1.372, 0.058], [1.584, 0.130, -0.414], [2.856, -2.408, -1.981], [1.175, -2.239, -1.457], [2.400, -2.818, -0.320], [4.644, -1.118, -0.831], [5.299, 1.121, -0.021], [2.649, 4.924, 1.386], [-4.077, 0.813, 0.914], [-3.269, -0.081, 0.752], [-2.520, -0.193, -0.317], [-3.109, -1.200, 1.737], [-4.243, -1.553, 2.464], [-4.225, -2.603, 3.363], [-3.037, -3.303, 3.547], [-1.901, -2.945, 2.848], [-1.898, -1.885, 1.928], [-0.340, -1.480, 1.211], [-5.144, -0.976, 2.297], [-5.119, -2.874, 3.910], [-2.995, -4.133, 4.243], [-0.973, -3.481, 3.006], [-3.123, 2.949, -0.957], [-2.243, 2.962, -0.559], [-3.590, 2.294, -0.414], [0.343, -0.360, -7.909], [0.464, -0.569, -4.118], [0.659, -2.217, -4.613], [-0.116, -0.318, -2.942], [-0.243, 0.891, -2.357], [-0.553, -1.242, -2.054], [0.759, 0.185, -4.830]],
  "forces_ev_per_angstrom": [[-0.2766, -0.2134, 0.6714], [0.0060, -0.0049, 0.0119], [-0.0761, 0.0145, -0.0582], [0.0606, 0.0425, 0.0225], [-0.0080, -0.0354, -0.0128], [-0.0179, 0.0006, 0.0000], [-0.0123, 0.0276, 0.0069], [0.0020, -0.0018, 0.0024], [0.0347, -0.0173, -0.0065], [-0.0443, -0.0088, 0.0171], [0.0128, -0.0093, -0.0043], [-0.0701, 0.0370, -0.0107], [-0.0217, -0.3733, -0.3037], [0.0447, -0.0169, -0.0434], [-0.1347, 0.0225, 0.1462], [-0.0057, 0.0047, -0.0073], [-0.0068, 0.0025, 0.0014], [0.0075, 0.0042, 0.0008], [-0.0012, 0.0020, -0.0075], [0.0018, -0.0020, -0.0012], [0.0041, -0.0006, 0.0008], [-0.0502, -0.0208, -0.0339], [0.1343, -0.2067, 0.0474], [0.2045, 0.5939, -0.0626], [-0.0037, 0.0371, 0.0114], [-0.0040, -0.0013, 0.0067], [0.0044, -0.0007, -0.0045], [-0.0033, 0.0029, -0.0019], [0.0003, -0.0069, 0.0044], [0.0254, -0.0045, 0.0261], [-0.0082, 0.1150, -0.0393], [0.0004, 0.0011, -0.0010], [-0.0006, 0.0002, 0.0008], [-0.0001, -0.0003, 0.0005], [0.0009, 0.0004, -0.0003], [-0.0182, 0.0624, 0.2216], [0.0296, 0.0068, -0.1041], [-0.0135, -0.0355, -0.0603], [0.0673, 0.0734, -0.1099], [-0.1931, -0.1360, 0.1871], [0.0267, -0.0569, -0.0510], [0.4592, 0.1500, -0.2547], [-0.1895, 0.0570, -0.0870], [0.0665, -0.0575, -0.0711], [-0.0341, -0.0474, -0.0501]],
  "homo_energy_ev": -1.793,
  "total_charge": -2,
  "e_lumo_ha": 0.1254,
  "relative_energy_ev": 0.6158
}

---

2.
{
  "formula": "C19H13CaN5O6S2",
  "method": "wB97M-V/def2-TZVPD",
  "elements": ["Ca", "S", "C", "C", "C", "C", "C", "N", "H", "H", "H", "H", "N", "C", "N", "C", "C", "C", "C", "C", "C", "S", "H", "H", "H", "H", "H", "H", "O", "C", "O", "C", "C", "C", "C", "C", "C", "N", "O", "O", "N", "O", "O", "H", "H", "H"],
  "coordinates": [[-2.382, -0.437, 0.571], [-3.413, 1.974, 0.960], [-1.834, 2.355, 0.388], [-1.535, 3.461, -0.452], [-0.236, 3.686, -0.811], [0.761, 2.921, -0.256], [0.434, 1.832, 0.522], [-0.859, 1.501, 0.785], [-2.326, 4.016, -0.949], [-0.089, 4.344, -1.614], [1.830, 3.074, -0.476], [1.115, 1.168, 0.955], [-0.518, -3.720, 1.039], [-0.782, -3.033, 2.133], [-1.447, -1.913, 2.229], [-1.477, -1.536, 3.577], [-2.220, -0.467, 4.053], [-2.168, -0.152, 5.384], [-1.398, -0.888, 6.272], [-0.759, -2.019, 5.829], [-0.779, -2.316, 4.485], [-0.130, -3.712, 3.615], [-0.586, -3.234, 0.151], [-0.035, -4.604, 1.076], [-2.834, 0.119, 3.302], [-2.632, 0.784, 5.712], [-1.367, -0.619, 7.340], [-0.105, -2.618, 6.489], [-0.110, -2.220, -1.129], [-0.350, -1.088, -1.583], [-1.380, -0.410, -1.370], [0.644, -0.500, -2.532], [1.631, -1.290, -3.027], [2.521, -0.766, -3.932], [2.505, 0.557, -4.265], [1.516, 1.379, -3.762], [0.539, 0.874, -2.917], [1.523, 2.740, -4.216], [0.582, 3.431, -3.960], [2.417, 3.047, -4.958], [3.449, -1.687, -4.629], [3.356, -2.858, -4.310], [4.248, -1.253, -5.443], [1.654, -2.342, -2.709], [3.298, 0.884, -4.939], [-0.270, 1.540, -2.628]],
  "forces_ev_per_angstrom": [[0.3572, 0.3710, 0.1656], [-1.0932, 0.1310, -0.0636], [0.6712, 0.0097, 0.0757], [-0.5074, -0.7422, -0.0364], [-0.9847, -0.5110, 0.2541], [2.0660, -0.7784, 0.3276], [-2.3481, 0.6907, -0.4578], [0.5913, 0.8112, -0.0646], [-0.0314, -0.0905, 0.4152], [0.6691, 1.1483, -0.6619], [-0.6645, 0.1100, 0.0456], [1.2780, -0.7824, 0.3416], [-0.3362, -0.3825, -0.6356], [0.5922, -0.7665, 0.7633], [0.1207, -0.4483, 0.2887], [-0.5615, 0.4897, -0.0083], [-0.6721, 0.5932, -1.6890], [-0.1111, 1.3528, 0.4174], [-0.4425, 0.0862, 0.9455], [1.4426, -0.7385, 0.6610], [-0.0753, -0.7862, -0.6997], [-0.1112, 0.6733, 0.5096], [0.1370, 0.0700, -0.5317], [-0.0157, 0.2983, 0.0891], [0.7638, -0.3991, 1.1895], [-0.0809, -0.5322, 0.0095], [0.0690, -0.0928, -0.7008], [-0.6746, 0.3364, -0.2496], [-0.0536, 0.1793, 0.1126], [0.1757, -0.7052, -0.4985], [-0.6589, 0.2969, -0.0022], [-0.7096, 2.2865, 0.0547], [0.1786, -1.5087, 0.1910], [0.0821, -0.1358, -0.3267], [1.2084, -0.0699, -0.8133], [0.0952, -1.5795, 0.7832], [0.2675, -0.6039, -0.1898], [-0.2155, -0.4084, -0.9890], [-1.1960, 1.0081, 0.8504], [1.0908, 0.7153, -0.4181], [0.5768, -0.3162, 0.2407], [0.0775, 0.1887, -0.2334], [-0.6350, 0.1191, 0.4451], [0.0935, 0.6068, -0.3023], [-0.5023, 0.2246, 0.1346], [0.0772, -0.4187, 0.2611]],
  "homo_energy_ev": -7.939,
  "e_lumo_ha": -0.0332,
  "relative_energy_ev": 0.3177
}

---

3.
{
  "formula": "C19H13Cl4NiO16",
  "method": "wB97M-V/def2-TZVPD",
  "elements": ["Ni", "Cl", "O", "O", "O", "O", "C", "C", "C", "O", "C", "C", "C", "O", "O", "O", "H", "H", "H", "H", "C", "C", "C", "O", "C", "C", "C", "O", "O", "O", "H", "H", "H", "H", "C", "C", "C", "O", "C", "C", "C", "O", "O", "O", "H", "H", "H", "H", "C", "Cl", "Cl", "Cl", "H"],
  "coordinates": [[15.419, -16.043, 19.994], [16.380, -19.099, 19.554], [17.795, -19.438, 19.495], [16.115, -18.241, 20.678], [15.950, -18.293, 18.425], [15.653, -20.291, 19.653], [19.163, -20.312, 16.444], [19.593, -19.128, 16.056], [20.973, -18.819, 15.679], [21.420, -17.698, 15.389], [21.873, -20.058, 15.750], [21.421, -21.252, 16.142], [19.968, -21.540, 16.490], [19.496, -22.599, 16.849], [22.169, -22.408, 16.017], [18.819, -18.012, 16.183], [18.167, -20.379, 16.858], [22.876, -20.069, 15.352], [21.612, -23.184, 16.112], [19.276, -17.196, 15.969], [14.678, -25.549, 19.696], [15.436, -26.591, 19.298], [16.583, -26.419, 18.328], [17.324, -27.282, 17.964], [16.715, -25.065, 17.877], [15.983, -24.021, 18.265], [14.845, -24.117, 19.250], [14.172, -23.189, 19.649], [16.252, -22.772, 17.804], [15.231, -27.889, 19.663], [13.836, -25.611, 20.369], [17.465, -24.790, 17.150], [15.618, -22.150, 18.168], [15.746, -28.439, 19.067], [21.551, -16.895, 21.639], [22.839, -17.272, 21.918], [23.534, -18.410, 21.228], [24.577, -18.941, 21.588], [22.743, -19.020, 20.133], [21.434, -18.603, 19.895], [20.738, -17.492, 20.620], [19.584, -17.186, 20.493], [20.575, -19.204, 18.960], [23.483, -16.692, 22.962], [21.074, -16.108, 22.204], [23.107, -19.924, 19.669], [19.674, -19.167, 19.291], [24.330, -17.124, 23.090], [18.876, -22.674, 20.594], [20.037, -21.629, 21.417], [17.465, -23.072, 21.683], [19.663, -24.139, 19.939], [18.440, -22.143, 19.748]],
  "forces_ev_per_angstrom": [[0.6113, -1.7138, 0.0343], [1.9678, 1.5839, -1.3810], [-1.1437, 0.3133, -0.1181], [-0.3338, 1.3957, 1.7732], [0.2738, -0.3374, -0.4988], [-1.3129, -1.7922, 0.0162], [-0.9818, -1.1842, 0.2801], [-0.7131, 3.1775, 0.3456], [3.6689, -0.4582, -0.3758], [-1.6499, -2.2312, 0.6286], [-0.5112, 0.5441, -0.2154], [-0.4334, -2.6538, -0.7439], [-0.0453, 2.4263, 0.2902], [0.7086, -0.3958, -0.3186], [0.2285, 1.6797, 0.0929], [-0.6730, -1.4022, 0.1305], [-0.1665, -0.0192, -0.0780], [0.1262, 0.5605, 0.0378], [-0.4222, -0.0717, 0.3002], [0.7217, -0.0350, -0.2853], [-1.0515, 1.8256, 0.5044], [0.6649, -3.1884, -0.3559], [-0.7276, 0.6741, 0.7231], [-0.0810, -0.9580, 0.0805], [2.0428, -0.0029, -1.7357], [-1.8264, 5.6290, 0.6220], [-0.0839, -1.1105, 0.6905], [1.1270, -1.1288, -0.9714], [0.3433, -3.6474, 0.2549], [-0.5919, 2.9300, -0.0254], [-0.0162, -0.6177, 0.2158], [0.4512, -0.3938, -0.1827], [-0.7011, 0.8895, 0.7283], [0.6801, -0.5221, -0.2361], [1.9404, 0.4121, 0.7809], [-0.8149, 0.9458, 1.1478], [-0.3132, -1.5687, -0.9354], [-0.8298, 1.4227, 0.2474], [-2.9403, 0.9088, -0.3025], [0.0546, -1.8007, -1.5696], [1.7555, -0.3180, 1.1898], [-1.0361, -0.1165, -0.9035], [2.7027, 0.1013, 0.9752], [-0.6418, -0.1796, -0.8619], [0.1599, 0.0478, 0.2098], [0.1679, 0.1038, -0.1326], [-0.6818, 0.5271, 0.1610], [0.4636, -0.2997, -0.0349], [-0.3779, 0.0540, 0.1213], [-0.3758, -0.3958, -0.2200], [0.8145, 0.0120, -0.6498], [-0.4135, 0.3222, 0.3419], [0.2164, 0.0568, 0.2078]],
  "s2": 2.02,
  "multiplicity": 3,
  "homo_energy_ev": [-11.139, -11.139],
  "total_charge": 1,
  "e_lumo_ha": [-0.2225, -0.3136]
}

---

4.
{
  "formula": "C19H13ClN4O",
  "method": "wB97M-V/def2-TZVPD",
  "elements": ["O", "C", "C", "C", "C", "C", "C", "C", "C", "C", "N", "C", "N", "C", "C", "C", "N", "C", "C", "C", "C", "C", "Cl", "C", "N", "H", "H", "H", "H", "H", "H", "H", "H", "H", "H", "H", "H", "H"],
  "coordinates": [[-0.712, 2.343, 0.989], [-0.772, 1.214, 0.442], [-0.137, 0.115, 1.139], [-0.110, -1.122, 0.572], [0.488, -2.340, 1.127], [1.570, -2.295, 1.944], [2.256, -3.467, 2.630], [3.724, -3.493, 2.743], [4.265, -4.638, 3.204], [3.431, -5.645, 3.717], [2.114, -5.677, 3.548], [1.562, -4.616, 2.960], [-0.745, -1.369, -0.615], [-1.373, -0.351, -1.218], [-2.214, -0.437, -2.286], [-2.696, 0.850, -2.531], [-2.191, 1.756, -1.636], [-1.991, 3.063, -2.066], [-1.947, 4.070, -1.174], [-1.740, 5.338, -1.547], [-1.518, 5.705, -2.821], [-1.314, 4.711, -3.812], [-1.034, 5.230, -5.398], [-1.610, 3.366, -3.359], [-1.186, 1.006, -0.867], [0.272, 0.320, 2.174], [0.073, -3.273, 0.814], [2.002, -1.304, 2.068], [4.255, -2.623, 2.345], [5.347, -4.695, 3.448], [3.890, -6.439, 4.308], [0.429, -4.483, 3.146], [-2.638, -1.396, -2.630], [-3.521, 1.190, -3.302], [-2.047, 3.910, -0.139], [-1.706, 6.122, -0.771], [-1.070, 6.740, -2.974], [-1.406, 2.613, -4.175]],
  "forces_ev_per_angstrom": [[-1.0592, -1.3963, -1.4901], [2.0717, 3.2921, 2.8669], [0.1263, -0.2550, 0.6514], [-0.4807, -0.2654, -0.8604], [1.6987, 0.3354, 1.4856], [-0.3098, -0.6328, 0.0546], [1.5935, 0.9162, -1.7728], [-3.3475, 1.0233, -1.4375], [1.5121, -0.4480, 1.8432], [-0.0900, -0.2559, -0.5262], [0.6734, -0.1603, 0.4053], [-2.0225, 1.2997, 1.7457], [-1.3280, 1.2137, -0.7344], [3.3140, -0.7338, 2.2315], [-3.0951, 0.8421, -2.1789], [-1.4157, -1.4658, -0.9091], [0.6556, -2.1984, 0.4150], [1.6019, 0.7331, -0.8909], [-0.9016, -0.1425, 1.7314], [0.0042, 2.3370, 1.5267], [2.8636, 1.3403, -2.4606], [-2.2590, -0.7108, 3.4549], [0.3971, -0.4226, -0.7412], [1.1991, 0.6506, -3.9382], [-1.8412, -1.2446, -0.9278], [-0.6674, -0.0947, -1.5719], [-0.3544, -0.4029, -0.1543], [0.1812, -0.1582, 0.2905], [0.1154, -0.4133, 0.4214], [-0.7655, -0.0765, -0.4941], [-0.2345, -0.0709, -0.3182], [1.6974, -0.6690, -1.0517], [0.5409, 0.9126, -0.0928], [2.0962, -0.6603, 1.8050], [-0.2583, -0.6618, 1.0385], [-0.0714, -0.5156, -0.4294], [-1.2724, -1.2472, -0.2542], [-0.5678, 0.4063, 1.2672]],
  "homo_energy_ev": -8.194,
  "e_lumo_ha": -0.0124,
  "smiles": "O=c1cc(/C=C/c2cccnc2)nc2ccn(-c3cccc(Cl)c3)n12",
  "relative_energy_ev": 1.5963
}

---

Q: What is the formula in the second record?
A: C19H13CaN5O6S2